Here is C40H35F5GeO2S3Ti as an isolated structure from the OMol25 dataset. Energies are from the ωB97M-V functional and the def2-TZVPD basis.

Element x y z (Å)
Ti  0.03220  -0.02672  -0.06117
C  0.40458  3.08880  -0.84286
C  0.17384  2.54650  0.42070
C  1.24296  2.05712  1.18187
C  2.53691  2.12817  0.67226
C  2.76500  2.70903  -0.57005
C  1.70345  3.18206  -1.32803
H  -0.42321  3.47685  -1.42285
H  -0.81911  2.58235  0.85444
H  1.07449  1.69290  2.18837
H  3.36486  1.76877  1.26823
H  3.77750  2.79865  -0.94259
H  1.88497  3.63752  -2.29349
O  -0.72586  -1.52629  -0.99054
S  -1.37103  -2.92850  -0.71723
C  -1.24212  -3.61619  -2.37610
C  0.19113  -4.02189  -2.73249
C  1.28516  -2.95861  -2.57276
C  1.05613  -1.69914  -3.40911
S  2.06125  -0.33613  -2.79161
O  1.39046  0.02326  -1.44156
C  1.59698  0.96421  -3.88118
C  0.27495  1.38701  -3.98884
C  -0.01649  2.43860  -4.83667
C  1.00278  3.04925  -5.56562
C  2.31496  2.61858  -5.44832
C  2.62479  1.57129  -4.58954
C  -3.09091  -2.61917  -0.54673
C  -3.65544  -3.06651  0.64115
C  -5.00604  -2.83606  0.86941
C  -5.75861  -2.16054  -0.07849
C  -5.17809  -1.71038  -1.26390
C  -3.83568  -1.93369  -1.50528
H  -1.66897  -2.88324  -3.06239
H  -1.89532  -4.49158  -2.37016
H  0.16339  -4.37479  -3.76619
H  0.47066  -4.88190  -2.12231
H  2.23750  -3.40837  -2.85772
H  1.37640  -2.69111  -1.51877
H  0.02651  -1.34488  -3.38324
H  1.35763  -1.82559  -4.45150
H  -0.51236  0.91650  -3.41124
H  -1.03626  2.78476  -4.93774
H  0.76627  3.86957  -6.22993
H  3.09997  3.09847  -6.01614
H  3.64801  1.23496  -4.47503
H  -3.04448  -3.58046  1.37288
H  -5.46308  -3.17791  1.78805
H  -6.81166  -1.98435  0.09957
H  -5.77938  -1.18997  -1.99780
H  -3.38217  -1.57274  -2.42048
F  -6.50471  1.98571  -0.00978
C  -5.34547  1.50453  0.40272
C  -4.24642  1.52094  -0.44038
F  -4.33626  2.00307  -1.67621
C  -3.06419  0.98897  0.02269
F  -1.98693  0.97684  -0.82945
C  -2.89469  0.44343  1.27720
S  -1.35036  -0.21932  1.82957
C  -4.01738  0.43140  2.09702
F  -3.94401  -0.10161  3.31021
C  -5.22706  0.95728  1.67227
F  -6.28171  0.92083  2.46856
Ge  1.55202  -1.46521  1.60044
C  0.81077  -3.25428  1.66615
C  1.37472  -4.23607  0.85090
C  0.84133  -5.51860  0.81008
C  -0.25510  -5.83705  1.59971
C  -0.80099  -4.87732  2.44443
C  -0.27537  -3.59344  2.47434
C  1.95922  -0.58499  3.27172
C  3.25834  -0.09794  3.43434
C  3.63437  0.53282  4.61158
C  2.71468  0.68184  5.63996
C  1.42376  0.19206  5.49354
C  1.04642  -0.43854  4.31738
H  2.83783  -1.52830  0.74942
H  2.25376  -4.00922  0.25614
H  1.30032  -6.27827  0.18946
H  -0.66112  -6.84012  1.58528
H  -1.62751  -5.13818  3.09387
H  -0.71583  -2.85952  3.13804
H  3.99371  -0.23290  2.64824
H  4.64651  0.89608  4.73133
H  3.00605  1.17184  6.55930
H  0.71093  0.29551  6.30083
H  0.03593  -0.81714  4.23054

Forces on atoms 1 to 3 (eV/Å):
Ti 0.0 -0.1 0.0
C 0.0 0.0 0.0
C 0.0 0.0 0.0

For the highest occupied orbital energy, the calculation gives -0.494 hartree. The total charge is +2. As for the energy above the lowest of the compared OMol25 structures with the same formula, charge and spin: 0.2 kcal per mole. The value obtained for the calculated total energy is -171853.5051 eV. For the LUMO energy, the calculation gives -6.15 eV. The maximum force is 0.002 hartree/bohr.

Here is the molecule C13H15P from the OMol25 dataset. Energies are from the ωB97M-V functional and the def2-TZVPD basis.

Element x y z (Å)
H  3.50619  3.41997  0.28699
P  2.15932  3.29486  -0.28020
C  1.93550  1.63269  -0.29337
C  0.51819  1.31123  -0.14129
C  -0.25403  2.21638  0.62030
C  -1.61642  2.20236  0.53673
C  -2.24760  1.15961  -0.20860
C  -3.75446  1.08181  -0.36382
C  -1.49340  0.16797  -0.69893
C  -0.13676  0.20627  -0.69711
C  0.74907  -0.84543  -1.34766
C  1.45903  -1.85324  -0.30338
C  2.88048  -1.34248  0.22415
C  2.40984  -1.34038  1.48995
C  0.95798  -1.76562  1.20168
H  2.53952  0.66971  -0.19100
H  0.30901  3.02681  1.20890
H  -2.26698  2.96825  0.97948
H  -4.19559  1.67487  0.39851
H  -3.77144  1.70364  -1.36395
H  -4.07942  0.10910  -0.61459
H  -1.93394  -0.70967  -1.12452
H  0.17639  -1.40022  -2.12612
H  1.54133  -0.24736  -1.75533
H  1.68321  -2.86289  -0.66992
H  3.74402  -1.16873  -0.42207
H  3.22213  -1.38043  2.33967
H  0.82555  -2.73941  1.55586
H  0.28495  -1.00333  1.44454

Forces on atoms 1 to 3 (eV/Å):
H -0.3 -0.3 -0.8
P 1.5 0.1 0.3
C 0.2 -1.5 1.0

For the highest occupied orbital energy, the calculation gives -0.293 hartree. Its structure (SMILES) is [H]/P=C/c1ccc(C)cc1C[C@H]1C=CC1. The total charge is 0. As for the energy above the lowest of the compared OMol25 structures with the same formula, charge and spin: 54.4 kcal per mole. The value obtained for the calculated total energy is -23008.0653 eV. For the LUMO energy, the calculation gives -0.14 eV. The maximum force is 0.095 hartree/bohr.